Entry from OMol25: C12H15BN2 in the gas phase at a distorted geometry (ωB97M-V/def2-TZVPD).

Output
- HOMO-LUMO gap (eV) = 8.288
- HOMO level (eV) = -7.89
- net charge = 0
- energy above the lowest of the compared OMol25 structures with the same formula, charge and spin (kJ/mol) = 372.38

```
30
Properties=species:S:1:pos:R:3:forces:R:3:nbo_charge:R:1
B -2.102 1.445 0.055 -0.69 1.09 2.62 0.57
C 3.737 -1.744 -0.150 -3.13 1.87 0.85 -0.23
C 2.500 -2.354 0.088 0.90 -2.53 0.74 -0.18
C 3.800 -0.363 0.009 -0.17 -1.04 0.14 -0.19
C 1.408 -1.638 0.493 -0.10 0.89 -0.30 -0.24
C 2.719 0.361 0.420 -1.64 -2.13 -0.71 -0.22
C -4.262 -1.273 0.765 1.63 4.28 -0.25 -0.26
C -3.658 -0.117 1.422 1.69 0.14 0.77 0.12
C -3.523 -1.681 -1.517 0.95 0.15 -0.96 0.09
C 1.454 -0.241 0.589 1.53 0.18 -0.16 0.01
C 0.025 1.944 -1.108 -0.26 -1.31 -1.39 -0.60
C 0.257 0.556 0.898 -2.06 -0.72 0.02 -0.42
C -0.693 0.875 -0.263 -0.37 0.42 -2.37 -0.52
N -3.945 -1.471 -0.452 -0.16 -0.63 -1.49 -0.18
N -2.888 0.781 0.957 -1.44 -1.66 -0.49 -0.62
H -2.506 2.590 0.050 0.35 -0.04 -1.16 -0.05
H 4.603 -2.237 -0.258 2.79 -2.09 -0.85 0.20
H 2.341 -3.500 0.196 0.81 2.01 -0.66 0.21
H 4.680 0.207 -0.124 1.14 0.07 -0.21 0.20
H 0.567 -2.252 0.746 -0.81 0.34 0.09 0.21
H 2.912 1.366 0.489 -0.30 2.48 0.45 0.20
H -4.669 -1.983 1.319 -2.00 -3.04 2.08 0.21
H -3.626 -0.155 2.517 -0.73 -0.18 -0.03 0.18
H -3.515 -1.557 -2.592 -0.45 -0.07 0.47 0.25
H -0.345 1.983 -2.150 -0.11 0.32 0.55 0.21
H 1.036 1.632 -1.206 1.18 -0.13 -0.27 0.20
H 0.043 2.914 -0.658 -0.33 0.65 0.32 0.20
H 0.417 1.554 1.275 0.62 0.03 0.74 0.22
H -0.310 -0.057 1.589 -0.27 0.24 0.69 0.22
H -1.088 0.025 -0.928 1.44 0.41 0.77 0.22
```
Forces are in eV/Å.

Entry from OMol25: a molecular structure, C12H15Br3N8O3RuS (ωB97M-V/def2-TZVPD).

Output
- HOMO-LUMO gap (alpha / beta) (eV) = 6.502 / 4.065
- HOMO level (alpha / beta) (eV) = -16.57 / -16.57
- 2S+1 = 2
- expectation value of S² = 0.768
- net charge = +3
- energy above the lowest of the compared OMol25 structures with the same formula, charge and spin (kJ/mol) = 0.00

```
43
Properties=species:S:1:pos:R:3:forces:R:3:lowdin_spin:R:1
Ru -0.593 -1.171 0.217 -0.43 -0.32 0.15 0.00
Br 1.407 -2.047 1.750 0.02 0.06 0.02 0.00
C 1.329 -3.961 2.243 -0.04 0.01 0.04 0.00
Br 0.271 -5.032 1.074 0.00 0.04 -0.03 0.00
H 0.920 -3.991 3.245 -0.01 -0.01 -0.01 0.00
H 2.362 -4.284 2.197 0.01 0.02 0.01 0.00
N 0.174 -2.423 -1.335 0.05 0.07 0.09 0.00
N -0.684 -2.528 -2.454 -0.09 -0.08 0.05 0.00
C -1.585 -1.575 -2.696 -0.02 0.06 -0.07 0.00
N -2.244 -1.568 -3.836 0.03 0.00 0.04 0.00
S -1.891 -0.336 -1.531 -0.01 -0.02 0.18 0.00
H 1.039 -1.917 -1.628 -0.02 -0.06 -0.05 0.00
H 0.386 -3.367 -1.008 -0.04 0.02 0.06 0.00
H -0.462 -3.239 -3.140 0.05 0.05 -0.03 0.00
H -2.047 -2.212 -4.590 0.00 0.00 0.00 0.00
H -2.973 -0.888 -3.997 -0.01 -0.01 0.01 0.00
N -4.381 1.881 2.589 0.01 -0.01 0.01 0.00
C -3.096 1.515 2.548 -0.02 0.01 0.00 0.00
C -2.609 0.576 1.610 0.03 -0.06 0.01 0.00
N -1.318 0.244 1.593 0.03 0.09 0.04 0.00
C -0.485 0.815 2.473 0.02 0.02 -0.04 0.00
C -0.991 1.728 3.390 -0.02 0.01 0.01 0.00
N -2.261 2.073 3.434 0.01 0.01 0.01 0.00
H -5.081 1.489 1.985 0.00 0.00 0.00 0.00
H -4.671 2.536 3.298 0.00 0.00 0.00 0.00
H -3.270 0.111 0.890 0.00 0.00 0.00 0.00
H 0.562 0.563 2.437 -0.01 -0.01 0.01 0.00
H -0.330 2.188 4.115 0.00 0.00 0.00 0.00
Br 5.738 3.310 -2.783 0.00 0.00 0.00 0.37
C 4.178 3.055 -1.907 0.01 0.03 0.00 0.19
C 3.571 4.171 -1.234 -0.02 -0.02 0.00 0.15
N 2.441 4.056 -0.582 0.01 0.00 0.01 0.00
C 1.859 2.854 -0.548 0.06 -0.01 0.02 0.18
C 2.368 1.696 -1.185 -0.06 0.03 0.02 0.04
C 3.542 1.791 -1.880 -0.02 0.02 -0.06 0.06
C 1.618 0.387 -1.133 0.04 0.13 0.13 0.00
O 1.870 -0.475 -1.959 0.06 -0.07 -0.04 0.00
O 0.755 0.308 -0.168 0.04 -0.13 -0.20 0.00
H 4.052 5.144 -1.261 0.00 0.00 0.00 0.00
H 0.931 2.791 0.010 -0.01 0.00 -0.01 0.01
H 3.965 0.941 -2.401 -0.01 -0.01 0.01 0.00
O -2.566 -2.926 1.324 0.05 0.16 -0.08 0.00
N -1.797 -2.282 0.837 0.27 -0.03 -0.27 0.00
```
Forces are in eV/Å.

Entry from OMol25: a molecular structure, C12H15CrN2O2S4Sb at a distorted geometry (ωB97M-V/def2-TZVPD).

Output
- HOMO-LUMO gap (alpha / beta) (eV) = 5.384 / 4.854
- HOMO level (alpha / beta) (eV) = -2.58 / -4.25
- 2S+1 = 6
- expectation value of S² = 8.788
- net charge = -1
- energy above the lowest of the compared OMol25 structures with the same formula, charge and spin (kJ/mol) = 0.00

```
37
Properties=species:S:1:pos:R:3:forces:R:3:lowdin_spin:R:1
Cr 0.520 0.489 -1.175 -1.01 0.25 -0.37 3.68
O 0.687 0.262 1.012 -1.21 -0.89 0.59 0.04
N 1.734 0.743 1.597 0.85 1.58 0.60 0.02
C 1.647 1.300 2.903 0.46 -0.86 -2.33 0.00
C 2.757 1.855 3.456 0.02 -0.09 0.25 0.01
C 3.928 1.924 2.717 0.43 0.31 -1.76 0.01
C 3.951 1.613 1.380 -0.53 -2.37 0.30 0.01
C 2.849 0.881 0.790 0.87 1.48 0.83 0.03
S 2.854 0.422 -0.846 1.45 -0.44 0.81 0.06
H 0.660 1.258 3.322 -0.17 -0.16 0.11 0.00
H 2.825 2.270 4.439 -0.64 -0.02 0.54 0.00
H 4.830 2.312 3.123 0.50 0.36 0.59 0.00
H 4.877 1.528 0.811 -0.22 0.64 0.08 0.00
S -2.631 1.191 -3.262 0.39 0.21 -0.26 0.70
Sb -0.621 2.582 -3.373 1.01 -0.44 1.67 0.05
S 1.025 0.772 -3.573 -1.07 0.60 -0.66 0.25
S 0.068 2.878 -0.942 -0.37 0.26 -1.88 0.02
C -1.244 -4.006 -1.426 -1.46 -0.74 0.12 0.01
C -0.334 -3.665 -0.432 -0.41 -2.43 0.29 0.00
C 0.291 -2.482 -0.468 1.91 2.93 -1.23 0.01
N 0.070 -1.636 -1.540 -0.20 -0.32 1.38 0.01
C -0.850 -1.936 -2.464 0.36 -0.04 1.15 0.02
C -1.563 -3.115 -2.439 0.40 -1.36 0.23 0.00
H -1.844 -4.949 -1.320 0.92 0.83 -0.27 0.00
H -0.057 -4.443 0.282 -0.23 0.47 0.18 0.00
H 1.070 -2.102 0.281 -1.38 -0.65 -1.21 0.00
H -1.121 -1.171 -3.148 0.35 0.59 -0.75 0.01
H -2.242 -3.439 -3.228 -0.02 0.52 0.24 0.00
C -3.524 1.094 0.598 -0.62 -0.60 1.68 0.00
C -2.035 1.013 0.641 0.63 -0.48 -1.07 0.01
O -1.601 0.182 -0.498 -0.84 1.34 0.56 0.04
H -3.828 1.336 1.638 -0.28 0.08 -0.54 0.00
H -3.940 0.102 0.368 0.02 0.27 0.02 0.00
H -3.941 1.825 -0.077 0.08 0.26 -0.32 0.00
H -1.624 0.506 1.496 -0.22 -0.29 0.42 0.00
H -1.561 2.004 0.614 -0.15 -0.35 -0.24 0.00
H -2.082 0.601 -1.258 0.39 -0.44 0.22 0.01
```
Forces are in eV/Å.

Entry from OMol25: a molecular structure, C12H15F6N6O4S2Zn at a distorted geometry (ωB97M-V/def2-TZVPD).

Output
- HOMO-LUMO gap (eV) = 2.204
- HOMO level (eV) = -12.71
- net charge = +1
- energy above the lowest of the compared OMol25 structures with the same formula, charge and spin (kJ/mol) = 1299.14

```
46
Properties=species:S:1:pos:R:3:forces:R:3:nbo_charge:R:1
Zn 0.350 -3.627 -2.408 -0.04 0.25 0.26 0.90
C -1.471 2.369 -1.888 1.52 0.90 -1.64 0.83
F -2.415 2.338 -2.840 0.46 0.06 1.87 -0.27
F -0.309 2.040 -2.571 -1.41 0.71 1.76 -0.31
F -1.397 3.592 -1.291 -0.08 -2.61 -1.13 -0.27
S -1.839 0.957 -0.537 -2.24 -0.59 0.68 2.04
O -2.427 1.639 0.603 1.31 -0.82 -1.42 -0.82
O -2.645 -0.023 -1.223 1.08 0.68 0.06 -0.84
N -0.286 0.137 -0.254 -1.27 1.90 0.28 -0.81
S 0.465 0.929 0.950 2.60 2.09 0.88 2.02
O 1.877 0.533 0.962 -2.14 0.02 0.21 -0.78
O 0.207 2.383 1.091 0.12 -2.75 -0.60 -0.77
C -0.294 0.140 2.682 -0.91 -0.47 1.71 0.88
F 0.357 -0.977 2.967 0.57 0.97 -0.44 -0.27
F -0.154 1.062 3.660 0.26 -1.10 -1.86 -0.26
F -1.565 -0.204 2.584 0.24 0.72 -0.54 -0.28
C 2.023 5.089 10.177 0.21 -0.31 -0.39 -0.72
C 3.033 4.056 10.278 0.29 -1.26 0.65 0.28
N 3.820 3.221 10.381 -0.27 0.44 -0.17 -0.33
H 1.063 4.674 9.870 0.12 -0.07 -0.07 0.25
H 2.442 5.683 9.365 -0.58 0.84 0.29 0.26
H 1.883 5.571 11.145 0.23 0.36 -0.31 0.26
C 7.920 -6.152 -0.508 -1.08 0.62 0.47 -0.72
C 6.496 -5.686 -0.442 -4.61 0.71 0.07 0.31
N 5.336 -5.379 -0.421 5.52 -1.32 -0.12 -0.37
H 7.968 -7.177 -0.877 -0.02 0.26 -0.32 0.26
H 8.342 -6.163 0.497 -0.06 0.14 0.00 0.26
H 8.454 -5.415 -1.108 0.19 -0.39 -0.13 0.26
C -9.499 4.491 -7.149 1.66 0.51 0.02 -0.73
C -10.211 4.302 -5.883 0.70 0.16 -2.92 0.28
N -10.798 4.203 -4.922 -1.01 -0.26 2.00 -0.32
H -8.715 5.218 -6.937 0.02 0.31 0.14 0.25
H -9.976 4.902 -8.038 -0.83 -0.25 0.51 0.26
H -8.883 3.651 -7.471 -0.53 -0.47 0.24 0.25
C -3.798 -6.870 3.544 0.42 -0.45 -0.07 -0.73
C -3.169 -6.404 2.297 1.24 1.41 -3.19 0.32
N -2.700 -5.992 1.289 -1.56 -1.48 3.60 -0.38
H -4.502 -6.138 3.939 0.12 -0.06 -0.10 0.26
H -3.030 -7.111 4.279 0.11 0.44 0.06 0.26
H -4.287 -7.835 3.406 -0.27 0.19 -0.37 0.26
C 5.683 1.638 -6.711 0.49 1.33 -0.61 -0.74
C 4.826 0.617 -6.198 -0.63 -1.78 0.66 0.31
N 4.114 -0.152 -5.711 0.57 0.66 -0.50 -0.36
H 5.603 2.442 -5.979 0.11 0.37 -0.33 0.26
H 5.365 1.964 -7.702 -0.51 0.22 0.18 0.26
H 6.743 1.465 -6.896 -0.07 -0.82 0.62 0.27
```
Forces are in eV/Å.

Entry from OMol25: a molecular structure, C12H15F6N6O4S2Zn at a distorted geometry (ωB97M-V/def2-TZVPD).

Output
- HOMO-LUMO gap (eV) = 10.017
- HOMO level (eV) = -12.38
- net charge = +1
- energy above the lowest of the compared OMol25 structures with the same formula, charge and spin (kJ/mol) = 160.35

```
46
Properties=species:S:1:pos:R:3:forces:R:3:nbo_charge:R:1
Zn 0.257 0.223 0.019 0.78 1.35 -0.02 1.67
C -1.429 -2.462 -2.741 -1.63 0.80 1.33 0.78
F -0.584 -2.072 -3.687 -0.48 0.42 0.48 -0.29
F -2.450 -1.589 -2.479 1.58 0.50 -0.54 -0.32
F -2.055 -3.526 -3.125 0.31 -1.49 -0.36 -0.28
S -0.482 -2.789 -1.101 1.09 -2.15 0.06 2.11
O -0.937 -4.070 -0.558 0.35 2.54 -0.94 -0.85
O 0.889 -2.799 -1.517 0.08 1.08 0.14 -0.92
N -0.784 -1.395 -0.039 -0.44 -4.10 -2.43 -1.32
S -2.055 -1.893 0.773 -6.14 -0.22 2.93 2.11
O -2.698 -0.723 1.422 1.96 -1.43 -0.76 -0.95
O -3.074 -2.769 0.116 3.06 2.02 1.06 -0.87
C -1.280 -2.905 2.316 -2.55 1.52 -0.94 0.80
F -0.704 -4.009 1.967 0.76 -0.30 0.35 -0.28
F -0.460 -2.004 2.856 0.74 -0.48 0.33 -0.33
F -2.255 -3.168 3.213 0.67 0.21 -0.76 -0.31
C 3.573 -2.228 2.088 0.38 -0.58 0.58 -0.74
C 2.754 -1.426 1.231 -1.93 2.10 -2.24 0.46
N 2.132 -0.725 0.533 1.51 -1.87 1.84 -0.50
H 3.664 -1.737 3.057 0.25 0.13 -0.10 0.27
H 4.542 -2.382 1.614 0.06 0.11 0.17 0.28
H 3.146 -3.209 2.296 -0.23 0.04 -0.30 0.28
C 1.890 4.545 -1.455 -0.61 -0.37 -0.16 -0.73
C 1.597 3.273 -0.723 0.06 -2.26 2.35 0.41
N 1.395 2.279 -0.108 0.70 3.74 -2.62 -0.44
H 2.935 4.828 -1.577 0.12 -0.77 0.12 0.28
H 1.442 5.442 -1.027 -0.36 -0.41 0.46 0.27
H 1.424 4.422 -2.432 0.18 0.08 -0.16 0.26
C -3.814 2.668 -0.223 1.16 0.29 0.29 -0.72
C -2.437 2.085 -0.183 -4.62 1.52 0.12 0.46
N -1.423 1.617 -0.237 3.37 -1.62 -0.12 -0.49
H -3.682 3.657 -0.662 -0.29 -0.12 -0.44 0.26
H -4.216 2.885 0.766 0.22 -0.48 0.12 0.27
H -4.499 2.026 -0.776 0.23 0.11 -0.04 0.28
C 2.362 0.504 -4.371 0.13 0.12 -0.50 -0.75
C 1.572 0.381 -3.126 -2.17 -0.61 3.11 0.45
N 0.919 0.261 -2.141 2.73 0.62 -3.98 -0.48
H 1.757 0.584 -5.274 -0.59 -0.05 0.33 0.28
H 3.027 -0.330 -4.592 -0.16 -0.28 0.66 0.28
H 2.996 1.389 -4.418 -0.12 0.13 0.60 0.27
C -0.646 1.327 4.532 -0.38 -0.15 0.11 -0.74
C -0.207 0.971 3.229 3.38 -1.87 -7.48 0.47
N 0.197 0.679 2.127 -2.58 1.81 6.33 -0.52
H -1.635 0.869 4.547 -0.28 0.30 0.67 0.29
H -0.665 2.416 4.583 -0.20 -0.09 0.33 0.28
H 0.002 0.880 5.286 -0.10 0.12 0.03 0.28
```
Forces are in eV/Å.

Entry from OMol25: a molecular structure, C12H15F9N2NaO12 at a distorted geometry (ωB97M-V/def2-TZVPD).

Output
- HOMO-LUMO gap (alpha / beta) (eV) = 8.748 / 3.541
- HOMO level (alpha / beta) (eV) = -9.10 / -7.97
- 2S+1 = 2
- expectation value of S² = 0.756
- net charge = 0
- energy above the lowest of the compared OMol25 structures with the same formula, charge and spin (kJ/mol) = 97.32

```
51
Properties=species:S:1:pos:R:3:forces:R:3:lowdin_spin:R:1
Na -11.951 -25.634 14.275 0.00 -0.27 -0.48 0.00
N -13.112 -24.753 11.780 3.20 1.86 -4.06 -0.01
O -13.359 -24.092 10.783 -1.79 0.64 -0.84 0.08
O -12.017 -25.327 11.720 1.67 -2.04 1.28 0.12
O -13.732 -24.706 12.782 -2.87 -0.40 4.26 0.02
N -9.165 -23.762 13.574 1.72 2.01 0.47 -0.03
O -9.570 -24.686 14.218 -0.47 -1.61 0.75 0.14
O -8.015 -23.281 13.719 -1.68 -0.76 -0.66 0.24
O -9.954 -23.179 12.813 0.13 0.25 -0.60 0.44
C -17.468 -27.610 15.568 -0.05 -1.25 -0.32 0.00
C -16.052 -28.089 15.076 -1.09 2.38 -0.76 0.00
O -15.256 -28.436 16.163 4.43 -0.27 2.46 0.00
C -13.849 -28.100 16.252 -1.77 2.28 -5.68 0.00
O -13.212 -27.431 15.387 -2.83 -2.77 3.56 0.00
C -13.117 -28.715 17.412 -1.64 -1.61 0.35 0.00
F -12.386 -27.803 17.972 1.20 0.36 0.44 0.00
F -13.974 -29.199 18.346 0.69 0.11 -0.60 0.00
F -12.397 -29.752 16.908 -0.12 0.85 0.70 0.00
H -18.106 -28.457 15.818 0.25 -0.27 0.35 0.00
H -18.069 -27.150 14.784 0.55 0.29 -0.34 0.00
H -17.487 -26.948 16.434 0.54 0.02 -0.08 0.00
H -15.593 -27.219 14.607 0.12 -0.09 -0.42 0.00
H -16.086 -28.901 14.350 -0.16 -0.05 0.16 0.00
C -6.515 -28.775 12.712 1.60 -1.87 1.79 0.00
C -7.907 -28.274 12.658 1.02 1.88 -0.59 0.00
O -8.875 -29.309 12.796 -2.07 0.29 0.89 0.00
C -10.147 -28.933 13.126 -0.23 5.41 -2.16 0.00
O -10.616 -27.734 13.138 2.59 -5.17 0.52 0.00
C -11.116 -30.104 13.273 2.66 0.13 -1.78 0.00
F -12.294 -29.683 13.362 -3.72 1.41 0.98 0.00
F -11.114 -30.939 12.233 0.75 -0.47 -0.62 0.00
F -10.732 -30.740 14.328 0.29 -1.68 2.27 0.00
H -6.183 -28.805 13.749 -0.11 -0.45 0.32 0.00
H -5.692 -28.187 12.305 -0.72 0.36 -0.79 0.00
H -6.442 -29.802 12.355 0.10 0.05 -0.29 0.00
H -7.890 -27.787 11.683 -1.47 0.15 -0.04 0.00
H -7.974 -27.543 13.464 -0.77 0.13 -0.28 0.00
C -16.990 -23.661 15.719 1.30 2.03 0.13 0.00
C -15.718 -24.201 16.326 -0.18 -3.51 0.28 0.00
O -14.587 -23.370 16.478 1.95 2.20 0.50 0.00
C -13.319 -23.755 16.666 -0.48 -4.17 -1.31 0.00
O -12.840 -24.885 16.438 -1.50 2.82 0.27 0.00
C -12.362 -22.770 17.305 1.74 1.24 0.17 0.00
F -11.913 -23.228 18.471 0.30 -1.19 -0.05 0.00
F -11.264 -22.469 16.528 -1.25 -0.96 0.32 0.00
F -12.915 -21.647 17.611 -1.39 2.03 -0.20 0.00
H -16.708 -23.080 14.842 -0.32 -0.22 -0.36 0.00
H -17.353 -22.922 16.433 -0.64 -0.11 -0.11 0.00
H -17.722 -24.431 15.475 0.30 0.02 0.21 0.00
H -15.410 -25.093 15.780 0.18 -0.02 -0.22 0.00
H -15.951 -24.568 17.325 0.06 0.02 0.22 0.00
```
Forces are in eV/Å.